Version i
Formula: C4H13N3
Source: the Open Molecules 2025 dataset
Level of theory: ωB97M-V/def2-TZVPD

Last column: Mulliken charge in e.
CARTESIAN COORDINATES (ANGSTROEM)
N1 -0.82 2.32 -0.10  -0.489
C1 -1.46 1.62 -1.20  -0.554
C2 -0.73 0.29 -1.45  -0.425
N2 -0.45 -0.36 -0.18  0.052
C3 0.73 -1.22 -0.19  -0.373
C4 0.90 -1.94 1.19  -0.797
N3 1.66 -1.19 2.19  -0.506
H1 -1.23 2.23 0.82  0.231
H2 -0.23 3.08 -0.38  0.195
H3 -1.39 2.24 -2.09  0.418
H4 -2.53 1.55 -1.09  0.335
H5 -1.43 -0.38 -1.98  0.300
H6 0.20 0.48 -1.98  0.313
H7 -0.35 0.31 0.60  0.326
H8 0.52 -2.10 -0.83  0.328
H9 1.61 -0.64 -0.44  0.415
H10 -0.10 -2.10 1.61  0.404
H11 1.42 -2.89 1.06  0.371
H12 1.13 -0.47 2.65  0.233
H13 2.54 -0.84 1.82  0.222

Properties
- total charge = +1
- spin multiplicity = 2
- Kohn-Sham gap (spin up / spin down) (eV) = 10.4 / 5.2

=====

Version ii
Formula: C4H13N3
Source: the Open Molecules 2025 dataset
Level of theory: ωB97M-V/def2-TZVPD

Last column: Mulliken charge in e.
CARTESIAN COORDINATES (ANGSTROEM)
C1 1.63 0.79 -0.51  -1.090
N1 2.67 0.33 -1.42  -0.594
C2 0.41 -0.10 -0.36  0.335
C3 0.76 -1.53 0.12  -1.285
N2 -0.60 0.49 0.46  0.118
C4 -1.99 0.22 0.27  -0.360
N3 -2.85 0.08 1.37  -0.453
H1 2.13 0.88 0.47  0.471
H2 1.39 1.81 -0.80  0.460
H3 2.92 -0.61 -1.10  0.288
H4 2.20 0.14 -2.30  0.287
H5 -0.01 -0.28 -1.36  0.233
H6 1.03 -2.15 -0.74  0.394
H7 1.62 -1.42 0.78  0.366
H8 -0.03 -2.17 0.51  0.382
H9 -0.29 0.83 1.37  0.367
H10 -1.95 -0.75 -0.25  0.342
H11 -2.53 0.86 -0.45  0.329
H12 -3.18 -0.86 1.48  0.202
H13 -2.92 0.80 2.06  0.207

Properties
- total charge = +1
- spin multiplicity = 2
- Kohn-Sham gap (spin up / spin down) (eV) = 11.1 / 6.2

=====

Result of the stability comparison: version i is the least stable of them.

=====

Version i
Formula: C4H10N3O2
Source: the Open Molecules 2025 dataset
Level of theory: ωB97M-V/def2-TZVPD

Last column: Mulliken charge in e.
CARTESIAN COORDINATES (ANGSTROEM)
C1 0.60 0.33 -0.38  0.218
C2 -0.90 0.84 -0.47  0.579
C3 0.78 -1.49 1.32  -1.071
C4 0.93 -1.09 -0.27  -1.257
N1 -1.36 2.00 -0.46  -0.579
N2 1.50 1.29 -0.24  0.725
N3 -1.82 -0.47 -0.54  -0.328
O1 1.16 2.63 -0.14  -0.455
O2 2.68 1.11 -0.26  -0.603
H1 0.78 -2.53 1.30  0.391
H2 -0.18 -1.26 1.82  0.339
H3 1.43 -0.97 1.95  0.415
H4 2.14 -1.18 -0.42  0.322
H5 0.46 -1.77 -0.95  0.520
H6 -2.28 2.13 -0.58  0.224
H7 0.19 2.77 -0.26  0.422
H8 -1.23 -1.33 -0.36  0.312
H9 -2.52 -0.42 0.30  0.439
H10 -2.35 -0.58 -1.38  0.386

Properties
- total charge = +1
- SMILES = [H]/N=C([NH3+])/C(CC)=[N+](/[O-])O
- Kohn-Sham gap (eV) = 8.5

=====

Version ii
Formula: C4H10N3O2
Source: the Open Molecules 2025 dataset
Level of theory: ωB97M-V/def2-TZVPD

Last column: Mulliken charge in e.
CARTESIAN COORDINATES (ANGSTROEM)
C1 0.64 -0.74 0.27  0.717
C2 -1.76 0.67 0.08  -0.573
C3 -1.52 -0.68 -0.57  -0.588
C4 0.62 0.92 0.24  0.247
N1 1.23 -1.23 -0.79  -0.441
N2 1.73 1.59 0.15  -0.352
N3 -0.55 1.45 0.06  -0.145
O1 1.23 -1.04 1.51  -0.546
O2 -0.71 -1.41 0.29  -0.444
H1 -2.68 1.18 -0.22  0.502
H2 -2.12 0.52 1.12  0.272
H3 -2.49 -1.26 -0.69  0.362
H4 -1.26 -0.80 -1.60  0.340
H5 0.80 -2.05 -1.22  0.250
H6 2.21 -1.29 -0.94  0.205
H7 2.55 1.03 0.09  0.227
H8 1.87 2.55 0.48  0.278
H9 -0.63 2.48 -0.14  0.320
H10 0.82 -1.89 1.87  0.370

Properties
- total charge = +1
- SMILES = NC1=[NH+]CCO[C@]1(N)O
- Kohn-Sham gap (eV) = 11.0

=====

Result of the stability comparison: version i is the least stable of them.

=====

Version i
Formula: C2H4ClN2
Source: the Open Molecules 2025 dataset
Level of theory: ωB97M-V/def2-TZVPD

Last column: Mulliken charge in e.
CARTESIAN COORDINATES (ANGSTROEM)
C1 0.56 0.23 -0.33  -0.374
C2 -0.19 -0.91 0.45  -0.418
N1 -0.33 2.50 0.19  -0.100
N2 0.06 1.50 -0.09  0.560
Cl1 -1.92 -0.77 -0.07  -0.098
H1 1.64 0.33 -0.35  0.362
H2 0.17 -0.06 -1.36  0.371
H3 -0.22 -0.89 1.51  0.355
H4 0.23 -1.93 0.03  0.341

Properties
- total charge = +1
- SMILES = N#[N+]CCCl
- Kohn-Sham gap (eV) = 9.8

=====

Version ii
Formula: C2H4ClN2
Source: the Open Molecules 2025 dataset
Level of theory: ωB97M-V/def2-TZVPD

Last column: Mulliken charge in e.
CARTESIAN COORDINATES (ANGSTROEM)
C1 -0.38 -1.10 -0.60  -0.386
C2 -0.27 1.16 1.21  -0.385
N1 -2.19 -1.30 0.93  -0.337
N2 -1.40 -1.40 0.12  0.413
Cl1 -1.63 0.68 1.94  0.168
H1 -0.44 -1.13 -1.63  0.322
H2 0.59 -1.38 -0.35  0.395
H3 -0.36 1.78 0.44  0.431
H4 0.68 0.95 1.62  0.379

Properties
- total charge = +1
- Kohn-Sham gap (spin up / spin down) (eV) = 8.1 / 8.1

=====

Version iii
Formula: C2H4ClN2
Source: the Open Molecules 2025 dataset
Level of theory: ωB97M-V/def2-TZVPD

Last column: Mulliken charge in e.
CARTESIAN COORDINATES (ANGSTROEM)
C1 -1.04 -0.53 0.08  -0.476
C2 1.34 -0.12 -0.31  -0.297
N1 -0.95 1.82 0.56  -0.424
N2 -1.08 0.70 0.42  0.571
Cl1 1.67 1.47 -0.23  0.100
H1 -1.33 -0.86 -0.94  0.408
H2 -1.18 -1.23 0.91  0.346
H3 1.09 -0.69 -1.17  0.388
H4 1.48 -0.55 0.68  0.385

Properties
- total charge = +1
- Kohn-Sham gap (eV) = 8.7

=====

Result of the stability comparison: version ii is the least stable of them.

=====

Version i
Formula: C8H17N2
Source: the Open Molecules 2025 dataset
Level of theory: ωB97M-V/def2-TZVPD

Last column: Mulliken charge in e.
CARTESIAN COORDINATES (ANGSTROEM)
C1 -0.03 0.13 -0.23  -0.904
C2 0.72 0.48 -1.27  1.367
C3 -0.72 -2.04 0.40  0.497
C4 1.06 1.93 -1.78  -1.128
C5 1.39 -0.59 -2.00  -1.957
C6 0.56 -2.61 0.60  -0.799
C7 -2.02 1.29 0.71  -0.917
C8 -0.14 0.83 2.12  -0.831
N1 -1.93 -2.01 0.55  -0.357
N2 -0.56 1.13 0.75  0.097
H1 0.80 2.55 -0.90  0.331
H2 0.53 2.35 -2.64  0.293
H3 2.22 2.04 -1.93  0.322
H4 2.41 -0.78 -1.55  0.389
H5 1.76 -0.29 -2.98  0.409
H6 1.06 -1.58 -2.09  0.504
H7 1.34 -2.15 0.02  0.187
H8 0.56 -3.74 0.70  0.362
H9 1.01 -2.36 1.59  0.288
H10 -2.30 1.15 -0.33  0.334
H11 -2.50 0.47 1.17  0.383
H12 -2.34 2.25 1.12  0.396
H13 -0.46 -0.26 2.36  0.258
H14 0.99 0.71 2.25  0.286
H15 -0.52 1.67 2.61  0.463
H16 -2.66 -2.73 0.38  0.310
H17 -0.24 2.14 0.38  0.415

Properties
- total charge = +1
- Kohn-Sham gap (spin up / spin down) (eV) = 8.9 / 8.9

=====

Version ii
Formula: C8H17N2
Source: the Open Molecules 2025 dataset
Level of theory: ωB97M-V/def2-TZVPD

Last column: Mulliken charge in e.
CARTESIAN COORDINATES (ANGSTROEM)
C1 -1.05 -1.08 -0.80  -1.440
C2 0.26 -1.68 -0.21  -0.609
C3 -1.80 1.24 -0.92  -0.730
C4 -1.67 0.04 -0.05  1.218
C5 1.84 0.15 0.05  1.293
C6 -2.47 -0.25 1.09  -1.417
C7 1.92 -0.16 1.50  -1.428
C8 2.32 1.30 -0.72  -1.374
N1 1.36 -0.77 -0.67  -0.139
N2 -0.65 1.19 -0.13  -0.307
H1 -0.77 -0.74 -1.82  0.411
H2 -1.71 -1.91 -0.78  0.515
H3 0.31 -1.80 0.93  0.426
H4 0.51 -2.64 -0.73  0.299
H5 -1.55 1.36 -2.04  0.208
H6 -2.70 1.85 -0.71  0.262
H7 -3.42 0.32 1.15  0.333
H8 -1.94 -0.20 2.04  0.301
H9 -2.60 -1.33 1.07  0.437
H10 2.15 -1.27 1.57  0.437
H11 1.06 0.03 2.10  0.281
H12 2.71 0.42 1.98  0.431
H13 1.50 2.02 -0.96  0.272
H14 2.50 1.01 -1.74  0.373
H15 3.08 1.80 -0.18  0.435
H16 1.35 -0.68 -1.71  0.271
H17 -0.51 1.79 0.72  0.241

Properties
- total charge = +1
- SMILES = CC(C)=[NH+]CC[C@]1(C)CN1
- Kohn-Sham gap (eV) = 9.4

=====

Result of the stability comparison: version i is the least stable of them.